[1]
Formula: C3H9NOS
Source: the Open Molecules 2025 dataset
Level of theory: ωB97M-V/def2-TZVPD

Geometry as XYZ:
```
15
Properties=species:S:1:pos:R:3:mulliken_charge:R:1
C 0.17661 0.54884 -1.80393 -0.96
C 0.97580 -0.09738 -0.70146 -0.31
S 0.88259 -1.92405 -0.88315 -0.05
N -0.63630 -2.01421 1.72646 -0.42
C -1.12694 -0.85582 1.47293 -0.16
O -0.25223 1.78447 1.43996 -0.77
H 0.24533 1.64895 -1.78711 0.29
H 0.54548 0.29996 -2.80838 0.35
H 0.71809 0.24471 0.31733 0.22
H 2.04391 0.16206 -0.79812 0.36
H 0.30521 -1.99696 1.31916 0.27
H -0.88841 0.27317 -1.76958 0.28
H -0.79105 0.01473 2.05477 0.40
H -2.07392 -0.82425 0.90132 0.29
H -0.12415 2.73578 1.31979 0.20
```

ΔE to the lowest compared entry with this formula, charge and spin: 880.0 kJ/mol
Strongest force on any atom: 3.37 eV/Å
2S+1: 1
Total energy: -647.56290 hartree



[2]
Formula: C6H8N2
Source: the Open Molecules 2025 dataset
Level of theory: ωB97M-V/def2-TZVPD

Geometry as XYZ:
```
16
Properties=species:S:1:pos:R:3:mulliken_charge:R:1
C 2.25362 -0.12107 -0.04186 -0.31
C 1.57309 1.05253 0.06639 -0.68
C 0.19003 0.58718 -0.30827 0.15
C 0.23458 -0.74602 -0.34910 0.17
N 1.48632 -1.14654 -0.18415 0.05
N -1.02423 -1.47136 -0.08892 -0.54
C -1.94231 -0.16254 -0.03100 -0.40
C -1.22091 1.18792 -0.13208 -0.38
H 3.30393 -0.06478 0.47731 0.27
H 2.23204 1.92265 -0.03062 0.33
H 1.69863 -2.04588 -0.25136 0.03
H -0.92472 -2.00811 0.90912 0.30
H -2.58882 -0.27944 1.01607 0.23
H -2.70435 -0.26770 -0.77995 0.25
H -1.35021 1.88372 0.85322 0.26
H -1.21668 1.67943 -1.12479 0.28
```

ΔE to the lowest compared entry with this formula, charge and spin: 341.9 kJ/mol
Strongest force on any atom: 7.61 eV/Å
2S+1: 1
Total energy: -342.80369 hartree



[3]
Formula: C4H12N4O
Source: the Open Molecules 2025 dataset
Level of theory: ωB97M-V/def2-TZVPD

Geometry as XYZ:
```
21
Properties=species:S:1:pos:R:3:mulliken_charge:R:1
H 1.29784 1.24133 -2.50056 0.26
N 0.33113 1.20971 -2.17385 -0.71
C 0.28994 1.27609 -0.89430 0.11
N -0.94596 1.14424 -0.24138 -0.32
C -1.35869 2.09277 0.79014 -0.92
H 1.13880 1.45325 -0.22377 0.34
H -1.67882 0.83619 -0.87896 0.29
H -1.96685 2.88422 0.34987 0.34
H -0.49653 2.50243 1.31909 0.31
H -1.93769 1.56104 1.54791 0.33
N 1.79931 -1.70646 -0.05325 -0.60
C 0.46695 -1.65265 -0.68060 -0.58
C -0.74612 -0.91520 0.45749 0.51
N -0.11423 -0.82579 1.67406 -0.50
O -1.92032 -1.25043 0.37291 -0.56
H 2.51571 -1.72140 -0.77520 0.24
H 1.90554 -2.59138 0.44055 0.21
H 0.03258 -2.65464 -0.69391 0.34
H 0.48774 -1.35726 -1.73032 0.41
H 0.39237 0.03153 1.89765 0.20
H 0.50732 -1.55760 1.99646 0.28
```

ΔE to the lowest compared entry with this formula, charge and spin: 312.0 kJ/mol
Strongest force on any atom: 4.87 eV/Å
2S+1: 1
Total energy: -453.78335 hartree



[4]
Formula: C3H8O3Si
Source: the Open Molecules 2025 dataset
Level of theory: ωB97M-V/def2-TZVPD

Geometry as XYZ:
```
15
Properties=species:S:1:pos:R:3:mulliken_charge:R:1
O -1.15979 2.14346 0.61144 -0.58
Si 0.22581 2.21096 0.03554 0.77
O 0.58251 1.97447 -1.51656 -0.45
O 1.58641 2.47822 0.85815 -0.44
H -0.06968 1.37599 -2.02526 0.37
H 2.16802 3.20439 0.56944 0.33
C -1.11873 -0.93010 -0.86207 -1.15
C -0.03462 -1.51171 -0.25973 0.20
C 0.00157 -1.94809 1.12224 -0.82
H -2.10968 -0.69654 -0.54068 0.22
H -0.94547 -0.63738 -1.85714 0.46
H 0.85240 -1.57968 -0.79986 0.38
H 0.48418 -1.07561 1.70420 0.15
H 0.54596 -2.95977 1.31909 0.28
H -1.00891 -2.04861 1.64120 0.28
```

ΔE to the lowest compared entry with this formula, charge and spin: 178.0 kJ/mol
Strongest force on any atom: 4.18 eV/Å
2S+1: 1
Total energy: -634.37557 hartree



[5]
Formula: C10H40Ba2NO10
Source: the Open Molecules 2025 dataset
Level of theory: ωB97M-V/def2-TZVPD

Geometry as XYZ:
```
63
Properties=species:S:1:pos:R:3:mulliken_charge:R:1
N -2.39256 2.29598 2.07506 -0.21
H -2.06677 2.56554 3.01185 0.32
H -1.92455 2.98726 1.43751 0.27
H -3.40630 2.26319 1.97496 0.42
H -1.93153 1.37656 1.88734 0.19
Ba -2.10976 -2.40252 3.20787 1.81
Ba 0.38463 0.88777 5.00391 1.81
O -0.68635 -2.74461 0.82831 -1.26
C -0.17285 -1.46216 0.50312 0.46
C 0.24260 -0.38942 1.57307 0.18
O -0.73278 0.04933 2.54995 -1.28
H -0.88262 -1.08837 -0.25387 -0.12
H 0.73194 -1.58195 -0.11233 0.20
H 0.63793 0.46816 1.01584 -0.01
H 1.10771 -0.76452 2.14351 0.17
C -1.08888 2.80728 -1.23887 -0.11
O -1.41704 3.64879 -0.11840 -0.57
H -1.01469 1.77291 -0.90447 -0.31
H -1.86912 2.86809 -1.99942 0.42
H -0.14753 3.11797 -1.69349 0.29
H -1.48914 4.55690 -0.43780 0.30
C 4.06204 0.37553 1.68923 -0.27
O 3.95260 1.75463 1.35776 -0.51
H 4.16214 -0.28375 0.82493 0.27
H 4.95265 0.21931 2.29820 0.34
H 3.14482 0.08392 2.20926 -0.07
H 4.75018 2.22475 1.62500 0.29
C -3.95453 -1.17170 -0.04561 -0.41
O -3.42256 -2.29377 0.65299 -0.53
H -4.96647 -1.01427 0.32660 0.35
H -3.36531 -0.26171 0.13977 0.03
H -3.99613 -1.31021 -1.12620 0.23
H -2.49144 -2.44203 0.37259 0.40
C 2.68159 1.74594 -1.79665 -0.44
O 2.82852 2.84757 -0.90629 -0.54
H 1.93363 1.96777 -2.55440 0.22
H 3.61987 1.55072 -2.31615 0.36
H 2.36109 0.85110 -1.25235 0.03
H 3.28651 2.52031 -0.11052 0.44
C -2.02232 -3.92023 -2.43792 -0.47
O -0.71764 -4.00428 -1.90519 -0.50
H -2.69032 -4.64497 -1.96448 0.26
H -2.48712 -2.92690 -2.37839 -0.03
H -2.03201 -4.13337 -3.50662 0.32
H -0.71432 -3.50571 -1.07842 0.36
C 1.21643 3.51960 2.42333 -0.22
O 1.81894 2.36868 3.05752 -0.49
H 1.62061 4.40721 2.90211 0.34
H 1.38932 3.51665 1.34678 0.16
H 0.12689 3.47363 2.53081 -0.03
H 2.38601 1.93163 2.40098 0.21
C -1.53568 0.00681 -3.45281 -0.12
O -2.37861 0.65308 -4.37794 -0.53
H -0.48939 0.31165 -3.58006 0.28
H -1.79991 0.32921 -2.42916 -0.16
H -1.56521 -1.07825 -3.54130 0.24
H -1.93898 1.43518 -4.71684 0.32
C 2.35355 -4.45812 -0.38019 -0.44
O 1.49380 -4.64960 0.71782 -0.58
H 1.87552 -4.71709 -1.33241 0.23
H 2.74451 -3.43244 -0.45837 0.09
H 3.23103 -5.10582 -0.33867 0.32
H 0.80333 -3.97286 0.65758 0.28
```

ΔE to the lowest compared entry with this formula, charge and spin: 0.0 kJ/mol
Total charge: +3
Strongest force on any atom: 3.03 eV/Å
2S+1: 1
Total energy: -1262.07237 hartree



[6]
Formula: C6H32AgB2N12O6
Source: the Open Molecules 2025 dataset
Level of theory: ωB97M-V/def2-TZVPD

Geometry as XYZ:
```
59
Properties=species:S:1:pos:R:3:mulliken_charge:R:1
Ag -1.31599 0.40569 0.81154 -0.42
B -2.93623 -1.20471 1.44033 1.15
H -2.71300 -1.39845 0.34274 -0.26
H -3.37599 -2.12013 1.94481 -0.13
H -1.97129 -0.88846 1.93211 -0.21
H -3.69020 -0.34832 1.51983 -0.51
B 0.73634 -0.42705 0.15391 0.48
H 1.11527 0.42969 0.79344 -0.28
H 0.02418 -0.13005 -0.65110 -0.08
H 1.65414 -0.95825 -0.24182 -0.52
H 0.14083 -1.04777 0.86860 0.21
C 1.71275 -1.73852 -3.65434 0.56
O 2.87554 -1.33857 -3.80718 -0.69
N 1.00579 -2.21854 -4.67765 -0.45
N 1.10737 -1.72594 -2.46672 0.06
H 1.35198 -2.04676 -5.60538 0.26
H 0.01347 -2.32374 -4.55215 0.17
H 1.43291 -1.16162 -1.68227 0.24
H 0.21413 -2.18399 -2.39625 0.23
C 2.14746 -3.97309 1.59643 0.41
O 2.81540 -4.84506 2.14840 -0.70
N 1.66914 -2.87117 2.22180 -0.28
N 1.70654 -4.06251 0.33538 -0.29
H 1.52682 -2.08774 1.59683 0.10
H 1.98086 -2.66500 3.15460 0.21
H 1.27234 -3.25546 -0.07900 0.36
H 1.87454 -4.89236 -0.20302 0.18
C -3.66938 0.63331 -1.59342 0.52
O -2.48926 0.49343 -1.26403 -0.57
N -4.06813 1.10650 -2.79522 -0.46
N -4.76188 0.28859 -0.86368 -0.35
H -3.35806 1.26545 -3.49232 0.25
H -4.97938 1.51529 -2.84599 0.17
H -5.64850 0.48564 -1.28562 0.19
H -4.70812 0.34093 0.14379 0.19
C 4.65814 0.83700 -0.60322 0.49
O 5.62066 1.55630 -0.36123 -0.67
N 3.34850 1.20841 -0.62463 -0.18
N 4.74650 -0.37033 -1.23559 -0.32
H 3.28063 2.20860 -0.74089 0.09
H 2.52674 0.63327 -0.50560 0.37
H 5.67696 -0.68699 -1.45883 0.19
H 3.96740 -0.70869 -1.76979 0.20
C -0.39569 3.25862 -0.58923 0.50
O -0.24069 2.23335 0.08258 -0.36
N 0.08300 4.39697 -0.01118 -0.48
N -1.26246 3.50556 -1.58682 -0.36
H 0.86097 4.27205 0.61555 0.27
H -0.07591 5.25313 -0.51480 0.15
H -1.37405 4.43558 -1.94078 0.16
H -1.82564 2.71863 -1.87158 0.19
C -0.91274 1.17370 4.05924 0.55
O -0.53324 0.99804 2.89325 -0.47
N -2.10948 1.70755 4.34443 -0.38
N -0.07602 0.92511 5.07372 -0.41
H -2.42493 1.61399 5.29656 0.17
H -2.80828 1.94449 3.66499 0.18
H -0.29499 1.20417 6.01501 0.15
H 0.87222 0.63022 4.92141 0.24
```

ΔE to the lowest compared entry with this formula, charge and spin: 0.0 kJ/mol
Strongest force on any atom: 3.72 eV/Å
2S+1: 2
Total energy: -1552.95074 hartree



[7]
Formula: C2H3N3OS
Source: the Open Molecules 2025 dataset
Level of theory: ωB97M-V/def2-TZVPD

Geometry as XYZ:
```
10
Properties=species:S:1:pos:R:3:mulliken_charge:R:1
C 1.11475 -1.05577 -0.56628 0.34
C -0.68882 1.02302 -0.93358 -0.57
N 1.96859 -1.64977 -1.02619 -0.35
N 0.23404 -0.23642 0.08526 -0.27
N -0.11333 -0.44022 1.32332 0.74
O -0.96342 0.28544 1.79790 -0.62
S 0.82053 -1.50611 2.10203 -0.22
H -0.44730 1.02392 -1.90478 0.38
H -1.73205 0.77814 -0.54543 0.25
H -0.19298 1.77776 -0.33225 0.32
```

ΔE to the lowest compared entry with this formula, charge and spin: 519.9 kJ/mol
Strongest force on any atom: 8.02 eV/Å
2S+1: 1
Total energy: -715.49823 hartree



[8]
Formula: C4HNO
Source: the Open Molecules 2025 dataset
Level of theory: ωB97M-V/def2-TZVPD

Geometry as XYZ:
```
7
Properties=species:S:1:pos:R:3:mulliken_charge:R:1
O 0.97708 -1.67042 -0.23182 -0.41
C 0.58449 -0.68508 -0.79215 -0.06
C -0.19522 0.40702 -0.09496 0.54
C -0.62530 1.49963 -0.69485 -0.27
C -0.57092 0.41328 1.29058 0.18
N -0.92848 0.52742 2.38648 -0.32
H 0.75835 -0.49186 -1.86328 0.34
```

ΔE to the lowest compared entry with this formula, charge and spin: 199.2 kJ/mol
Strongest force on any atom: 1.19 eV/Å
2S+1: 1
Total energy: -282.84134 hartree



total energy of number 7 (C2H3N3OS)? -715.49823 hartree



Please write out number 1 again, unchanged.
Formula: C3H9NOS
Source: the Open Molecules 2025 dataset
Level of theory: ωB97M-V/def2-TZVPD

Geometry as XYZ:
```
15
Properties=species:S:1:pos:R:3:mulliken_charge:R:1
C 0.17661 0.54884 -1.80393 -0.96
C 0.97580 -0.09738 -0.70146 -0.31
S 0.88259 -1.92405 -0.88315 -0.05
N -0.63630 -2.01421 1.72646 -0.42
C -1.12694 -0.85582 1.47293 -0.16
O -0.25223 1.78447 1.43996 -0.77
H 0.24533 1.64895 -1.78711 0.29
H 0.54548 0.29996 -2.80838 0.35
H 0.71809 0.24471 0.31733 0.22
H 2.04391 0.16206 -0.79812 0.36
H 0.30521 -1.99696 1.31916 0.27
H -0.88841 0.27317 -1.76958 0.28
H -0.79105 0.01473 2.05477 0.40
H -2.07392 -0.82425 0.90132 0.29
H -0.12415 2.73578 1.31979 0.20
```

ΔE to the lowest compared entry with this formula, charge and spin: 880.0 kJ/mol
Strongest force on any atom: 3.37 eV/Å
2S+1: 1
Total energy: -647.56290 hartree



Repeat the fourth record exactly.
Formula: C3H8O3Si
Source: the Open Molecules 2025 dataset
Level of theory: ωB97M-V/def2-TZVPD

Geometry as XYZ:
```
15
Properties=species:S:1:pos:R:3:mulliken_charge:R:1
O -1.15979 2.14346 0.61144 -0.58
Si 0.22581 2.21096 0.03554 0.77
O 0.58251 1.97447 -1.51656 -0.45
O 1.58641 2.47822 0.85815 -0.44
H -0.06968 1.37599 -2.02526 0.37
H 2.16802 3.20439 0.56944 0.33
C -1.11873 -0.93010 -0.86207 -1.15
C -0.03462 -1.51171 -0.25973 0.20
C 0.00157 -1.94809 1.12224 -0.82
H -2.10968 -0.69654 -0.54068 0.22
H -0.94547 -0.63738 -1.85714 0.46
H 0.85240 -1.57968 -0.79986 0.38
H 0.48418 -1.07561 1.70420 0.15
H 0.54596 -2.95977 1.31909 0.28
H -1.00891 -2.04861 1.64120 0.28
```

ΔE to the lowest compared entry with this formula, charge and spin: 178.0 kJ/mol
Strongest force on any atom: 4.18 eV/Å
2S+1: 1
Total energy: -634.37557 hartree



Among the records above, which one has the lowest strongest force on any atom? C4HNO